(1)
{"formula": "C9H13N3S", "method": "the ωB97M-V functional and the def2-TZVPD basis", "elements": ["C", "C", "N", "C", "C", "N", "N", "C", "S", "C", "C", "C", "C", "H", "H", "H", "H", "H", "H", "H", "H", "H", "H", "H", "H", "H"], "positions_angstrom": [[2.227, -1.064, 0.511], [0.990, -0.488, -0.013], [0.567, 0.756, 0.297], [1.511, 1.523, 1.245], [-0.462, 1.498, -0.400], [-0.113, 2.601, -0.981], [-1.758, 1.241, -0.314], [-2.591, 0.086, 0.049], [-4.190, 0.376, 0.360], [-2.044, -1.256, 0.095], [-2.073, -2.519, -0.345], [-0.765, -1.937, 0.229], [0.258, -1.458, -0.824], [2.189, -2.172, 0.408], [2.500, -0.641, 1.573], [3.004, -0.799, -0.256], [1.450, 1.095, 2.369], [1.163, 2.570, 1.342], [2.456, 1.365, 0.775], [-0.739, 3.154, -1.539], [0.879, 2.906, -1.034], [-2.312, 2.072, -0.520], [-2.598, -3.105, -1.059], [-0.327, -2.330, 1.040], [-0.202, -1.204, -1.806], [0.978, -2.271, -1.203]], "forces_ev_per_angstrom": [[1.062, 0.595, 1.967], [-0.635, 0.897, -0.908], [0.960, -1.074, -0.025], [-1.870, -0.310, 2.064], [-0.340, -1.033, 1.230], [2.467, 0.972, -0.529], [0.032, -0.900, 0.259], [-2.340, 0.331, 0.697], [2.041, -0.119, -0.504], [-0.262, -1.019, -0.329], [0.529, 3.730, 1.302], [-1.560, -0.126, -4.380], [0.963, -1.320, -2.267], [0.021, 0.844, 0.664], [-0.145, -1.298, -2.197], [-0.277, 0.154, 0.639], [0.117, 0.691, -2.817], [0.443, -0.576, -0.358], [0.837, 0.607, 0.318], [-0.406, 0.159, -0.108], [-1.035, -0.380, 0.151], [-0.480, -0.442, -0.102], [-0.091, -0.824, -0.184], [1.082, -1.272, 3.342], [-0.177, 0.712, 1.041], [-0.935, 1.000, 1.033]], "energy_ha": -912.404812, "smiles": "C/C1=[N+](\\C)C(=[NH2+])NC(=S)C2=C[C@H]2C1", "lumo_energy_ev": -8.740, "total_charge": 2, "molar_mass_g_mol": 195.29, "e_above_lowest_kcal_mol": 63.2, "homo_energy_ev": -16.132}

---

(2)
{"formula": "C12H24FNO5", "method": "the ωB97M-V functional and the def2-TZVPD basis", "elements": ["O", "H", "H", "H", "F", "C", "O", "C", "C", "N", "C", "C", "O", "C", "H", "H", "H", "H", "H", "H", "H", "H", "H", "H", "H", "H", "H", "H", "H", "C", "C", "C", "C", "C", "C", "O", "O", "H", "H", "H", "H", "H", "H"], "positions_angstrom": [[1.085, -0.690, -0.480], [1.178, 0.239, -0.256], [0.173, -0.852, -0.731], [1.699, -0.826, -1.206], [2.420, -1.201, -2.624], [-2.393, -5.059, -2.243], [-1.174, -4.514, -1.669], [-0.581, -3.359, -2.354], [-1.404, -2.082, -2.192], [-1.414, -1.739, -0.709], [-2.391, -0.686, -0.501], [-2.054, 0.673, -1.097], [-0.783, 1.255, -0.625], [-0.454, 2.411, -1.461], [-3.050, -4.195, -2.139], [-2.828, -5.991, -1.882], [-2.398, -5.027, -3.333], [-0.401, -3.596, -3.403], [0.411, -3.151, -1.954], [-2.429, -2.169, -2.553], [-0.993, -1.271, -2.793], [-1.615, -2.557, -0.152], [-2.554, -0.450, 0.551], [-3.360, -1.100, -0.779], [-2.823, 1.440, -1.005], [-2.023, 0.399, -2.151], [-0.268, 2.168, -2.507], [0.384, 2.892, -0.956], [-1.168, 3.234, -1.509], [1.200, 3.050, 2.287], [1.100, 3.360, 3.675], [2.042, 2.788, 4.603], [3.157, 2.158, 4.073], [3.308, 1.933, 2.661], [2.336, 2.455, 1.780], [2.319, 2.170, 0.424], [1.621, 2.787, 5.970], [0.533, 3.392, 1.508], [0.271, 3.827, 4.186], [3.892, 1.769, 4.762], [4.093, 1.266, 2.335], [3.066, 2.471, -0.099], [2.268, 2.379, 6.550]], "forces_ev_per_angstrom": [[0.751, 0.925, 2.909], [-0.366, 0.578, 0.179], [-2.162, -1.032, -0.169], [2.608, -1.504, -4.191], [-0.944, 0.610, 1.725], [0.063, 3.190, -0.978], [0.725, -0.352, -0.128], [-0.864, -0.716, -0.175], [-0.039, -0.768, 1.207], [0.851, 1.416, -2.012], [-0.637, 0.487, 2.329], [0.505, -0.498, -1.175], [-1.368, 0.455, -1.377], [0.196, -0.058, 0.778], [-1.197, -0.488, 0.680], [0.821, 0.236, 0.530], [0.822, -0.852, -0.353], [-0.279, -0.012, -0.163], [-0.041, -0.451, 0.356], [-0.257, -0.310, 0.005], [0.510, -0.058, 0.246], [-0.023, -0.176, -0.113], [0.411, -0.614, 0.544], [-0.409, 0.776, -0.697], [-0.229, -0.309, 0.390], [0.617, 0.915, -0.510], [0.393, -0.439, 0.162], [0.371, -0.365, -0.424], [-0.907, -0.423, 0.431], [-0.778, 1.952, 2.351], [-0.298, -1.302, -1.427], [-1.947, 0.228, 2.246], [1.523, -1.114, -2.072], [0.082, 0.429, 3.297], [0.435, -1.503, -1.692], [-0.616, 0.557, 2.105], [1.000, 0.598, -4.507], [-0.582, 0.162, 0.443], [-0.338, 0.341, -0.611], [0.158, -0.280, -0.139], [0.191, 0.231, -0.194], [0.744, -0.168, 0.021], [0.499, -0.293, 0.175]], "energy_ha": -1001.988414, "lumo_energy_ev": [-4.614, -8.416], "total_charge": 1, "molar_mass_g_mol": 281.32, "e_above_lowest_kcal_mol": 17.8, "homo_energy_ev": [-10.871, -10.870], "s2": 0.77, "spin_multiplicity": 2}

---

(3)
{"formula": "HN3O3S", "method": "the ωB97M-V functional and the def2-TZVPD basis", "elements": ["N", "N", "N", "O", "O", "O", "S", "H"], "positions_angstrom": [[2.814, 2.740, 0.620], [2.588, 1.933, -0.218], [2.363, 1.197, -1.097], [-0.996, -0.412, -0.195], [0.330, -2.802, 0.168], [-1.473, -2.635, -1.488], [-0.235, -1.964, -0.917], [-0.353, 0.243, 0.119]], "forces_ev_per_angstrom": [[-0.066, -0.559, -0.184], [0.135, 0.918, 0.028], [0.086, -0.113, 0.203], [-0.343, -1.141, 0.047], [-0.460, 0.718, 0.094], [1.242, 1.205, 0.926], [-1.016, -0.453, -0.760], [0.422, -0.574, -0.355]], "energy_ha": -788.720232, "lumo_energy_ev": 6.629, "total_charge": -2, "molar_mass_g_mol": 123.09, "e_above_lowest_kcal_mol": 11.8, "homo_energy_ev": 0.015}

---

(4)
{"formula": "C2H30BeO15", "method": "the ωB97M-V functional and the def2-TZVPD basis", "elements": ["Be", "O", "C", "C", "O", "H", "H", "H", "H", "O", "H", "H", "O", "H", "H", "O", "H", "H", "O", "H", "H", "O", "H", "H", "O", "H", "H", "O", "H", "H", "O", "H", "H", "O", "H", "H", "O", "H", "H", "O", "H", "H", "O", "H", "H", "O", "H", "H"], "positions_angstrom": [[14.501, -17.451, -2.498], [14.141, -18.837, -3.162], [15.528, -19.271, -3.225], [16.266, -18.066, -3.844], [15.899, -17.102, -2.937], [15.475, -20.171, -3.803], [15.854, -19.363, -2.180], [15.942, -17.810, -4.905], [17.278, -18.214, -3.893], [18.777, -16.007, -3.022], [17.871, -16.376, -3.056], [18.983, -15.752, -2.101], [15.357, -14.801, -1.543], [16.221, -15.051, -1.211], [15.396, -14.197, -2.253], [14.554, -21.278, -1.060], [14.876, -20.600, -1.678], [14.097, -21.972, -1.531], [13.137, -18.273, -5.632], [13.900, -17.690, -5.844], [13.391, -18.554, -4.718], [12.655, -21.253, -3.093], [13.221, -20.501, -2.950], [12.281, -21.581, -2.248], [19.320, -16.396, -6.279], [18.632, -16.587, -5.615], [20.092, -16.072, -5.834], [17.021, -17.863, -0.368], [17.067, -18.213, -1.232], [17.471, -18.454, 0.125], [14.733, -20.285, -6.615], [15.062, -20.578, -5.770], [14.159, -19.585, -6.370], [11.404, -18.326, -2.425], [10.962, -19.008, -2.985], [11.799, -18.933, -1.779], [13.204, -16.452, -3.077], [12.338, -16.856, -3.136], [13.320, -15.703, -3.675], [15.104, -16.472, -7.234], [15.562, -16.158, -6.483], [15.220, -15.762, -7.868], [16.648, -15.592, -5.170], [16.212, -15.865, -4.396], [16.874, -14.727, -4.815], [14.227, -17.550, -0.846], [13.508, -17.139, -0.409], [14.670, -18.017, -0.084]], "forces_ev_per_angstrom": [[-1.639, 0.261, -0.375], [1.178, -0.405, 0.717], [-1.570, 0.756, -1.601], [-2.705, -1.537, -0.888], [0.967, 2.227, 0.184], [0.829, -0.881, -0.030], [0.670, -0.473, -0.322], [0.077, -0.819, 1.088], [2.904, -0.381, -0.026], [-0.096, 0.130, 0.376], [0.423, 0.333, 0.555], [-0.445, -0.413, -0.719], [-1.032, -0.929, 1.569], [0.218, 0.145, -0.437], [0.674, 0.994, -0.974], [0.542, 0.602, 0.976], [-0.524, -0.907, 0.110], [0.172, 0.047, -0.595], [0.876, 0.600, 0.506], [-0.850, -0.209, -0.417], [-0.271, -0.025, -0.254], [-1.405, -1.526, 0.133], [0.366, 1.084, 0.369], [0.504, 0.669, -0.784], [-0.913, -0.457, -0.404], [0.627, 0.405, -0.281], [0.329, 0.144, 0.632], [-2.328, 3.255, -0.815], [-0.050, -0.159, -1.830], [2.461, -2.981, 2.896], [1.208, -1.289, -0.609], [0.250, -0.406, 0.224], [-1.403, 1.322, 0.149], [-0.816, -1.376, -0.134], [0.359, 0.976, 0.067], [0.305, 0.503, -0.039], [1.070, 0.982, 0.535], [-0.666, -0.577, -0.244], [-0.193, -0.355, 0.125], [-1.149, -0.631, -1.281], [1.170, 0.674, 1.357], [-0.092, -0.052, -0.261], [0.784, 1.429, -0.844], [-1.375, -1.701, 2.076], [0.714, 0.559, -0.818], [1.038, -1.185, 1.851], [-1.407, 1.090, 0.164], [0.211, 0.490, -1.676]], "energy_ha": -1237.632584, "lumo_energy_ev": -0.461, "total_charge": 0, "molar_mass_g_mol": 303.26, "e_above_lowest_kcal_mol": 23.3, "homo_energy_ev": -9.992}

---

(5)
{"formula": "C5H6B3Br4ClIO6P", "method": "the ωB97M-V functional and the def2-TZVPD basis", "elements": ["O", "C", "Br", "C", "B", "O", "B", "C", "C", "O", "I", "O", "B", "P", "O", "Cl", "O", "H", "H", "H", "H", "H", "C", "Br", "Br", "Br", "H"], "positions_angstrom": [[1.014, 1.737, 1.114], [1.842, 0.824, 0.971], [3.534, 0.996, 2.033], [1.675, -0.473, 0.060], [0.193, -0.692, -0.561], [-0.793, 0.356, -0.801], [-1.916, -0.026, 0.021], [-2.555, 0.830, 1.241], [-3.058, 2.295, 0.854], [-3.488, 3.018, 1.794], [-3.086, 3.158, -1.137], [-2.494, -1.346, -0.262], [-1.378, -2.253, 0.006], [-1.488, -3.526, 1.437], [0.070, -4.208, 1.714], [-1.841, -2.375, 3.213], [-0.213, -2.070, -0.865], [1.879, -1.379, 0.753], [2.494, -0.541, -0.751], [-1.735, 0.899, 2.055], [-3.422, 0.201, 1.673], [0.736, -3.484, 1.737], [2.825, 1.712, -3.329], [4.250, 1.656, -2.015], [2.878, 0.179, -4.517], [1.086, 1.917, -2.495], [2.991, 2.596, -3.943]], "forces_ev_per_angstrom": [[3.105, -3.828, -0.649], [-2.692, 2.541, -0.197], [-0.773, -0.421, -0.720], [0.590, -0.267, 0.845], [-0.806, -0.010, -1.610], [0.293, -2.509, 2.813], [-0.744, -0.352, -1.410], [0.244, -0.367, -0.771], [-1.421, 1.871, 5.295], [1.776, -2.905, -4.296], [0.156, -0.647, 0.550], [3.063, -0.068, 1.942], [0.152, 2.408, -2.575], [0.740, -1.952, 1.413], [-1.375, 2.229, -0.539], [0.417, -0.191, -1.296], [-1.001, 1.745, 2.900], [-0.156, 1.411, -1.046], [-1.169, 0.336, 1.297], [-1.368, 0.280, -1.183], [1.201, 1.359, -0.626], [-0.357, -0.781, -0.010], [-0.057, 0.224, -0.156], [-0.289, -0.045, -0.182], [-0.019, 0.236, 0.290], [0.492, -0.042, -0.238], [-0.002, -0.253, 0.159]], "energy_ha": -12115.646307, "lumo_energy_ev": -1.197, "total_charge": 0, "molar_mass_g_mol": 707.48, "e_above_lowest_kcal_mol": 35.8, "homo_energy_ev": -9.802}

---

(6)
{"formula": "C3H5NO2", "method": "the ωB97M-V functional and the def2-TZVPD basis", "elements": ["H", "N", "C", "O", "C", "C", "O", "H", "H", "H", "H"], "positions_angstrom": [[2.456, -0.825, -0.142], [1.563, -0.900, 0.349], [0.712, -0.124, -0.138], [0.796, 0.765, -1.193], [-0.551, 1.265, -1.036], [-0.737, 0.310, 0.141], [-1.599, 0.095, 0.934], [-1.164, 1.083, -1.922], [-0.570, 2.318, -0.745], [-0.466, -1.828, 2.206], [-0.440, -2.159, 1.545]], "forces_ev_per_angstrom": [[-0.055, -0.040, -0.001], [-0.262, 0.371, -0.254], [0.434, -0.367, 0.304], [0.124, -0.014, -0.039], [-0.265, 0.219, -0.078], [-0.560, 0.043, 0.385], [0.509, 0.149, -0.526], [0.059, -0.009, 0.139], [0.027, -0.079, -0.101], [-0.040, -0.128, 0.038], [0.029, -0.145, 0.134]], "energy_ha": -322.459294, "smiles": "[H]/N=C1\\OCC1=O.[H][H]", "lumo_energy_ev": -0.228, "total_charge": 0, "molar_mass_g_mol": 87.08, "e_above_lowest_kcal_mol": 72.2, "homo_energy_ev": -10.479}